{"formula": "C27H25Cl2N3O4", "method": "ωB97M-V/def2-TZVPD", "e_above_lowest_kj_mol": 0.0, "e_tot_ha": -2429.5414, "smiles": "Oc1ccc(Cl)cc1Oc1ccc(Cl)c2cccnc12.CNC(=O)[C@H](Cc1ccccc1)NC(C)=O", "homo_lumo_gap_ev": 7.7, "e_homo_ev": -8.248, "mol_weight_g_mol": 526.420, "symbols": ["O", "O", "Cl", "Cl", "N", "O", "O", "C", "C", "C", "C", "C", "C", "C", "C", "C", "C", "C", "C", "C", "C", "C", "C", "C", "C", "C", "C", "C", "C", "C", "N", "N", "C", "C", "C", "C", "H", "H", "H", "H", "H", "H", "H", "H", "H", "H", "H", "H", "H", "H", "H", "H", "H", "H", "H", "H", "H", "H", "H", "H", "H"], "positions_angstrom": [[-2.848, -2.227, -0.028], [-3.143, 1.960, -2.147], [-2.739, -1.508, -4.227], [-0.252, -4.054, 3.773], [2.510, -1.556, 0.175], [2.832, -0.814, -2.391], [1.494, -3.207, -1.844], [-2.458, -1.137, 0.361], [-2.706, 2.298, -1.053], [2.964, -0.739, 1.135], [2.503, 3.337, 1.958], [1.169, 3.292, 2.393], [2.863, 2.722, 0.749], [-0.384, -0.159, -4.009], [0.941, -0.008, -3.590], [-0.467, -2.327, -2.944], [0.198, 2.625, 1.624], [1.885, 2.085, -0.035], [0.224, -4.386, -0.207], [2.550, -0.845, 2.458], [-0.181, -4.585, 1.115], [-1.091, -1.319, -3.687], [1.561, -1.012, -2.847], [0.863, -2.188, -2.519], [0.543, 2.036, 0.389], [1.110, -3.354, -0.532], [1.660, -1.850, 2.821], [0.293, -3.758, 2.135], [1.616, -2.521, 0.491], [1.185, -2.715, 1.829], [-2.886, 3.567, -0.673], [-2.469, -0.078, -0.447], [-1.964, -0.985, 1.787], [-2.461, 4.231, 0.556], [-0.436, 1.267, -0.488], [-1.952, 1.272, -0.174], [2.902, -1.302, -1.535], [3.678, 0.035, 0.869], [3.252, 3.842, 2.553], [0.896, 3.750, 3.333], [3.889, 2.753, 0.409], [-0.875, 0.622, -4.583], [1.497, 0.892, -3.828], [-1.022, -3.228, -2.703], [-0.802, 2.562, 2.015], [2.170, 1.619, -0.968], [-0.156, -5.028, -0.995], [2.934, -0.147, 3.195], [-0.881, -5.381, 1.354], [1.350, -1.948, 3.858], [-3.384, 4.126, -1.350], [-2.828, -0.240, -1.380], [-0.946, -0.604, 1.782], [-1.983, -1.962, 2.267], [-2.622, -0.309, 2.327], [-2.727, 3.633, 1.428], [-1.384, 4.406, 0.527], [-2.960, 5.199, 0.639], [-0.081, 0.234, -0.474], [-0.304, 1.612, -1.514], [-2.138, 1.504, 0.870]], "forces_ev_per_a": [[-0.040, -0.204, -0.191], [0.272, -0.518, 0.200], [0.243, -0.010, 0.164], [0.175, 0.168, -0.429], [0.655, 0.954, 0.796], [-0.411, -0.045, -0.456], [0.368, 0.001, 0.414], [-0.041, -1.226, 0.814], [-0.310, -0.954, -1.068], [-0.554, -1.027, -1.122], [-0.558, -0.322, -0.365], [0.360, -0.501, -0.702], [-0.959, 0.031, 0.121], [0.124, -0.152, 0.017], [-0.627, -0.419, -0.119], [0.094, 0.112, -0.051], [1.165, -0.037, -0.347], [-0.025, 0.578, 0.800], [0.920, 1.100, -0.464], [-0.701, -0.617, 0.921], [0.169, 0.494, 1.336], [0.765, 0.056, 0.289], [0.568, -0.038, 0.591], [-1.208, 1.077, -1.035], [-0.033, 0.284, 0.552], [-1.227, -1.532, 0.290], [1.112, 1.351, -0.111], [-0.836, -1.311, -1.180], [0.195, 0.262, 0.097], [-0.235, -0.209, 0.514], [0.039, 0.971, 1.003], [-0.320, 1.829, -0.698], [-0.035, 0.077, -0.363], [0.135, -0.134, -0.335], [0.418, 0.534, 0.126], [0.193, -0.479, 0.053], [0.090, 0.154, -0.005], [-0.076, -0.206, -0.252], [0.008, 0.016, 0.020], [-0.045, 0.011, 0.023], [0.031, -0.011, -0.021], [0.085, -0.104, 0.103], [-0.007, -0.093, 0.057], [0.079, 0.074, 0.037], [-0.175, -0.024, -0.015], [-0.017, -0.079, -0.087], [0.088, 0.127, 0.080], [-0.061, -0.079, -0.059], [0.121, 0.146, -0.027], [-0.020, -0.092, -0.261], [0.090, -0.196, -0.040], [-0.002, 0.080, -0.080], [0.131, 0.210, 0.203], [-0.033, 0.083, -0.118], [0.068, 0.181, 0.174], [0.057, 0.091, 0.027], [-0.073, 0.032, 0.247], [-0.033, -0.194, -0.078], [-0.213, -0.117, -0.105], [0.033, -0.128, -0.108], [0.019, -0.029, 0.224]]}